Below is a cluster of 2 separate species, C5H11N3 in total at a distorted geometry, with properties calculated with ωB97M-V/def2-TZVPD.

The geometry in XYZ format:
```
19
Properties=species:S:1:pos:R:3:forces:R:3:nbo_charge:R:1
H -0.32331 1.74718 1.25214 0.136 0.179 -0.267 0.3252
N 0.50456 1.15438 1.32957 -0.393 -1.271 -0.577 -0.6412
C 0.25570 -0.00661 0.82349 0.756 1.715 1.357 0.4521
C 1.26603 -1.10377 1.06751 -0.206 -0.126 -0.484 -0.6861
N -0.95352 -0.37576 0.18974 -0.935 -0.511 -0.462 -0.3770
C -1.62724 0.56950 -0.71399 0.101 -0.081 -0.146 -0.4196
N -1.86444 -0.96788 1.12687 0.209 -0.167 0.288 -0.6399
H 1.16402 -1.89324 0.31864 0.028 0.036 0.085 0.2144
H 2.27839 -0.69488 1.01816 -0.224 -0.029 0.177 0.2502
H 1.08821 -1.54725 2.05122 0.134 0.077 -0.046 0.2294
H -1.26003 0.40494 -1.73035 0.153 0.270 0.116 0.2035
H -2.70445 0.38549 -0.77820 0.300 -0.220 0.476 0.2265
H -1.47810 1.61871 -0.44632 -0.003 0.004 -0.013 0.1810
H -1.52377 -1.89360 1.39428 -0.082 0.257 -0.292 0.3545
H -1.87270 -0.41131 1.98645 -0.028 -0.058 -0.138 0.3307
C 1.48696 0.23978 -2.12599 -1.250 -0.897 0.605 -0.2604
C 2.11722 1.22324 -2.40797 -0.212 -0.350 0.257 -0.2353
H 0.77988 -0.56972 -1.77628 1.497 1.330 -0.811 0.2540
H 2.66660 2.12081 -2.57899 0.018 -0.159 -0.125 0.2379
```
Positions in Å, forces in eV/Å.

Results
* orbital gap: 10.11 eV
* largest force on an atom: 2.314 eV/A
* relative energy (zero: lowest compared OMol25 entry of this formula, charge and spin): 97.2 kcal per mole
* SMILES: [H]/N=C(/C)N(C)N.C#C

Below is a cluster of 3 separate species, C14H33BFO2 in total, with properties calculated with ωB97M-V/def2-TZVPD.

The geometry in XYZ format:
```
51
Properties=species:S:1:pos:R:3:forces:R:3:nbo_charge:R:1
C -5.77691 -2.26238 1.21767 -0.128 -0.113 -0.354 -0.2391
O -7.00795 -2.55839 0.60637 0.250 0.147 0.258 -0.7660
B -8.05376 -3.07362 1.45648 -0.096 0.086 -0.098 1.0662
O -7.74469 -4.33497 1.94824 -0.100 -0.103 0.088 -0.9025
C -9.38085 -2.34161 1.78885 0.063 0.066 0.023 -0.6738
F -10.12610 -2.49348 0.47846 -0.064 -0.032 0.015 -0.4951
H -5.03135 -2.08561 0.43376 -0.018 0.045 0.075 0.1587
H -5.85216 -1.35802 1.83660 0.061 -0.039 0.026 0.1575
H -5.40637 -3.08454 1.84734 0.023 0.069 0.058 0.1436
H -6.93213 -4.64023 1.53556 0.102 -0.110 -0.046 0.4548
H -9.16431 -1.25739 1.81139 -0.072 -0.006 -0.053 0.0979
C 1.08684 -0.80171 -1.25685 0.006 -0.032 0.051 -0.6103
C -0.06863 -1.57253 -0.62640 0.014 0.014 -0.032 -0.3988
C -1.44362 -1.08363 -1.07805 -0.010 -0.003 0.001 -0.3988
C -1.74192 0.38016 -0.74726 0.004 0.010 -0.015 -0.3973
C -1.62249 0.73895 0.73352 -0.034 -0.021 0.007 -0.3973
C -2.57523 -0.05104 1.62493 0.032 0.040 0.007 -0.6135
H 1.06220 0.25376 -0.98002 0.004 0.001 -0.010 0.1991
H 2.04961 -1.20165 -0.93310 0.006 0.004 -0.014 0.2042
H 1.04763 -0.86289 -2.34697 -0.008 0.019 -0.010 0.1993
H 0.00754 -1.51323 0.46285 -0.013 -0.005 0.011 0.1940
H 0.02485 -2.63226 -0.87771 0.006 -0.003 0.006 0.2005
H -2.21154 -1.72226 -0.63490 -0.010 0.011 0.002 0.2095
H -1.53057 -1.21877 -2.16096 0.007 -0.008 -0.001 0.1983
H -2.75734 0.60800 -1.08482 -0.004 0.006 0.010 0.2080
H -1.07889 1.03050 -1.32602 0.002 -0.008 -0.009 0.1922
H -1.82531 1.80732 0.84697 0.006 0.003 0.012 0.1995
H -0.59242 0.58998 1.07280 0.015 0.005 -0.014 0.1856
H -3.61124 0.09908 1.31635 -0.009 -0.029 0.000 0.2147
H -2.48897 0.25987 2.66689 -0.010 0.004 0.003 0.2072
H -2.37135 -1.12208 1.58556 -0.009 -0.008 -0.001 0.2014
C 3.01818 3.05547 -1.11060 -0.002 -0.050 0.007 -0.6108
C 3.52065 1.93482 -0.20594 -0.029 0.037 -0.001 -0.4014
C 4.81168 2.27686 0.53535 0.005 -0.001 0.005 -0.3969
C 6.01058 2.56982 -0.36895 0.000 0.010 0.003 -0.3960
C 6.36103 1.45053 -1.34840 0.025 -0.018 0.018 -0.3986
C 6.72834 0.13633 -0.66654 -0.017 0.017 -0.037 -0.6101
H 3.73251 3.28766 -1.90232 0.003 0.003 -0.002 0.1979
H 2.07790 2.77892 -1.58957 -0.007 0.008 0.003 0.2130
H 2.84474 3.96924 -0.53788 0.013 0.013 -0.006 0.2006
H 3.65743 1.02469 -0.79618 0.004 -0.013 0.013 0.1961
H 2.74873 1.69886 0.53116 -0.003 -0.018 -0.004 0.2058
H 5.05798 1.45646 1.21492 0.009 0.000 -0.002 0.1996
H 4.63536 3.15010 1.17154 -0.008 0.001 0.000 0.1995
H 6.88114 2.77296 0.26335 0.007 -0.004 -0.007 0.1974
H 5.82771 3.48886 -0.93233 -0.008 0.003 0.004 0.1993
H 7.19964 1.78082 -1.96718 -0.002 -0.006 -0.011 0.1989
H 5.52707 1.28324 -2.03548 -0.007 0.012 -0.005 0.1955
H 7.57460 0.27298 0.01054 -0.006 -0.001 0.018 0.1988
H 7.00572 -0.62247 -1.39934 0.010 -0.002 0.004 0.2086
H 5.89644 -0.26146 -0.08365 -0.003 0.000 0.003 0.2029
```
Positions in Å, forces in eV/Å.

Results
* orbital gap: 3.30 eV
* largest force on an atom: 0.393 eV/A
* charge: -1

Below is a cluster of 5 separate species, C9H28N2O9 in total at a distorted geometry, with properties calculated with ωB97M-V/def2-TZVPD.

The geometry in XYZ format:
```
48
Properties=species:S:1:pos:R:3:forces:R:3:nbo_charge:R:1
N 10.14227 0.06729 -22.35423 0.816 1.117 0.500 -0.8635
C 11.04551 1.10583 -22.22059 -0.037 -0.520 0.053 0.7889
N 12.37625 0.76600 -22.39336 -1.317 0.360 0.014 -0.8785
O 10.65572 2.23043 -21.90483 0.409 -0.386 -0.223 -0.7068
H 10.39492 -0.73930 -22.90382 -0.328 0.049 -0.139 0.4193
H 9.20123 0.40446 -22.24339 -0.140 -0.414 -0.209 0.4083
H 12.56652 -0.15662 -22.74186 0.295 -0.071 0.018 0.3968
H 13.04088 1.52432 -22.49401 0.261 -0.114 -0.033 0.4448
O 14.07072 4.40872 -20.33923 0.024 -0.661 0.428 -0.7569
C 14.62766 4.85866 -21.54652 0.424 0.801 1.133 -0.0891
C 13.96237 4.26486 -22.72386 -0.634 -0.647 -1.040 -0.1066
O 14.36509 2.90471 -22.95263 0.072 0.058 -0.104 -0.7504
H 13.10869 4.26049 -20.44278 0.261 0.555 0.253 0.5057
H 14.60034 5.95813 -21.55793 -0.207 -0.013 -0.344 0.1645
H 15.69339 4.60992 -21.49876 0.002 -0.127 -0.264 0.1716
H 14.07623 4.85271 -23.64014 0.250 0.032 0.061 0.1732
H 12.88673 4.18701 -22.55354 0.003 0.220 0.083 0.2013
H 15.26417 2.91289 -23.29508 -0.017 -0.110 0.053 0.4762
O 11.73145 0.22633 -18.80923 0.157 0.141 0.543 -0.7213
C 13.13859 -0.00880 -18.67654 -0.335 0.250 -1.124 -0.0768
C 14.02261 1.18543 -19.03078 -0.234 -0.866 -0.697 -0.0815
O 14.22277 2.04688 -17.95741 0.218 0.315 0.408 -0.7167
H 11.49153 0.04397 -19.72016 -0.024 0.101 -0.049 0.4637
H 13.34237 -0.37579 -17.67369 -0.014 -0.002 0.047 0.1872
H 13.38048 -0.76583 -19.43504 0.279 -0.222 0.421 0.1504
H 13.57717 1.70261 -19.88887 -0.071 0.016 0.053 0.1691
H 14.95940 0.73484 -19.40394 0.136 0.249 0.217 0.1402
H 14.69814 2.81436 -18.29698 -0.198 0.107 0.058 0.4823
O 11.21993 -1.80642 -24.22960 0.292 -0.199 -0.056 -0.7608
C 11.56028 -1.71265 -25.61211 -0.792 -0.264 -0.803 -0.0913
C 11.50386 -0.28541 -26.11071 0.641 -0.527 0.138 -0.0862
O 12.55842 0.54126 -25.66632 -0.015 -0.067 0.214 -0.7150
H 11.05300 -2.73138 -24.02079 0.088 0.024 0.044 0.4875
H 12.50304 -2.20441 -25.86469 0.258 0.264 0.395 0.1777
H 10.80960 -2.22947 -26.23593 -0.035 -0.052 0.377 0.1670
H 10.52913 0.14124 -25.86808 -0.110 0.063 -0.158 0.1725
H 11.63592 -0.41451 -27.18665 -0.213 0.488 -0.078 0.1876
H 12.47124 0.65682 -24.71005 0.016 0.166 -0.134 0.4724
O 10.12786 6.60561 -18.50533 0.102 -0.080 0.753 -0.7194
C 10.23151 6.47604 -19.89486 -0.932 1.272 -0.675 -0.0860
C 10.06120 5.06839 -20.38743 1.202 -0.403 -1.047 -0.0812
O 11.35891 4.44536 -20.54134 -0.499 -0.288 -0.150 -0.8021
H 10.89755 7.04487 -18.14117 0.106 -0.080 -0.044 0.4751
H 9.44151 7.11062 -20.34611 -0.207 -0.489 0.231 0.1571
H 11.10275 6.99307 -20.31111 0.459 -0.687 0.163 0.1786
H 9.61548 5.12984 -21.38880 -0.109 -0.090 0.119 0.1654
H 9.44388 4.42173 -19.76665 -0.184 0.370 0.293 0.1932
H 11.21175 3.59032 -21.01105 -0.121 0.361 0.301 0.5123
```
Positions in Å, forces in eV/Å.

Results
* orbital gap: 9.62 eV
* largest force on an atom: 1.716 eV/A
* relative energy (zero: lowest compared OMol25 entry of this formula, charge and spin): 0.0 kcal per mole
* SMILES: NC(N)=O.OCCO.OCCO.OCCO.OCCO